(1)
Below is 4 unconnected molecules or ions with the total composition CH8O5 at a distorted geometry, with properties calculated with ωB97M-V/def2-TZVPD.

XYZ file:
```
14
Properties=species:S:1:pos:R:3
O -3.082 -0.317 1.935
C -2.266 -0.805 1.198
O -1.232 -0.145 0.686
H -2.390 -1.869 0.935
H -0.691 -0.890 0.254
O 0.505 -1.623 -0.660
H 1.282 -1.089 -0.472
H 0.254 -1.453 -1.571
O 2.465 0.415 -0.693
H 2.918 0.672 -1.486
H 1.682 0.970 -0.529
O 0.299 2.082 -0.263
H 0.783 2.339 0.546
H -0.527 1.712 0.119
```

Computed properties:
E_tot = -419.116537 Ha
energy relative to the best compared isomer or geometry (same formula, charge and spin) = 20.2 kJ/mol
frontier orbital gap = 10.9 eV
spin multiplicity = 1
F_max = 1.96 eV Å⁻¹
SMILES = O=CO.O.O.O


(2)
Below is a molecular structure, C26H60N2NiO6 at a distorted geometry, with properties calculated with ωB97M-V/def2-TZVPD.

XYZ file:
```
95
Properties=species:S:1:pos:R:3
Ni 0.169 -0.016 0.163
C -1.229 -0.342 4.333
C -0.697 -1.803 3.996
C -1.357 -2.618 5.086
C -1.271 -4.203 4.909
C -1.652 -4.542 3.473
C -0.823 -3.803 2.365
N -1.048 -2.332 2.661
O -0.731 -1.378 1.575
C -1.516 -4.262 1.079
C 0.613 -4.352 2.247
C 0.809 -1.903 4.342
H -0.486 0.293 3.851
H -1.330 -0.128 5.397
H -2.154 0.075 3.934
H -2.297 -2.192 5.437
H -0.942 -2.435 6.077
H -1.992 -4.674 5.576
H -0.273 -4.570 5.148
H -2.710 -4.461 3.223
H -1.403 -5.591 3.312
H -1.330 -5.334 1.005
H -1.093 -3.836 0.169
H -2.598 -4.150 1.140
H 0.771 -5.291 1.717
H 1.247 -4.548 3.112
H 1.014 -3.505 1.691
H 1.138 -2.920 4.555
H 1.031 -1.286 5.213
H 1.537 -1.521 3.627
C 1.003 4.390 -2.483
C 0.881 2.955 -3.144
C 1.270 3.128 -4.651
C 2.794 3.286 -4.798
C 3.587 2.219 -4.070
C 3.169 1.900 -2.613
N 1.697 1.823 -2.533
O 1.182 1.158 -1.313
C 3.746 3.056 -1.723
C 3.877 0.563 -2.313
C -0.640 2.592 -3.227
H 0.483 5.125 -3.096
H 2.043 4.718 -2.470
H 0.676 4.347 -1.444
H 0.732 3.984 -5.058
H 0.837 2.339 -5.266
H 3.050 4.279 -4.427
H 3.133 3.461 -5.818
H 4.571 2.682 -3.999
H 3.484 1.333 -4.696
H 3.019 3.303 -0.950
H 4.091 3.959 -2.226
H 4.646 2.739 -1.195
H 4.939 0.616 -2.553
H 3.332 -0.190 -2.882
H 3.804 0.420 -1.235
H -0.878 2.315 -2.199
H -0.928 1.677 -3.745
H -1.327 3.385 -3.524
C -3.288 2.562 -0.399
C -2.075 2.502 0.529
C -2.386 2.907 1.957
O -1.557 1.148 0.579
H -3.628 3.588 -0.540
H -4.123 1.947 -0.065
H -3.091 2.244 -1.423
H -1.302 3.219 0.253
H -1.545 2.742 2.631
H -3.178 2.221 2.260
H -2.767 3.907 2.164
H -2.292 0.588 0.839
C -3.567 -1.026 -1.734
C -2.244 -1.673 -1.774
C -1.905 -2.205 -3.243
O -1.190 -0.698 -1.443
H -3.723 -0.819 -0.675
H -4.340 -1.727 -2.045
H -3.760 -0.086 -2.251
H -2.242 -2.483 -1.045
H -1.707 -1.358 -3.899
H -2.569 -2.990 -3.606
H -0.998 -2.795 -3.112
H -0.983 -0.289 -2.286
C 1.305 2.494 1.999
O 1.390 1.079 1.777
H 0.752 3.083 1.267
H 0.819 2.701 2.952
H 2.329 2.862 2.070
H 2.180 0.741 2.207
C 1.567 -2.460 -1.096
O 1.675 -1.581 0.011
H 1.667 -1.861 -2.001
H 2.318 -3.250 -1.109
H 0.607 -2.974 -1.062
H 2.179 -2.193 0.552
```

Computed properties:
E_tot = -3095.600824 Ha
energy relative to the best compared isomer or geometry (same formula, charge and spin) = 407.6 kJ/mol
frontier orbital gap (alpha / beta) = 6.6 / 6.5 eV
<S²> = 2.0040
spin multiplicity = 3
F_max = 2.80 eV Å⁻¹


(3)
Below is 11 unconnected molecules or ions with the total composition C37H76O29S9 at a distorted geometry, with properties calculated with ωB97M-V/def2-TZVPD.

XYZ file:
```
151
Properties=species:S:1:pos:R:3
C 7.164 0.371 -5.283
C 8.425 -0.412 -5.572
O 8.333 -1.674 -4.934
S 7.489 -3.004 -5.651
C 6.145 -3.174 -4.414
O 6.930 -2.548 -6.892
O 8.310 -4.175 -5.595
H 6.404 -0.077 -5.924
H 7.358 1.404 -5.571
H 6.861 0.101 -4.271
H 8.688 -0.297 -6.624
H 9.080 0.205 -4.958
H 6.559 -3.168 -3.406
H 5.863 -4.221 -4.526
H 5.364 -2.441 -4.617
C -9.321 1.961 1.726
C -9.237 1.432 0.213
O -10.564 0.981 -0.193
S -10.993 1.469 -1.705
C -11.013 3.345 -1.378
O -9.909 1.080 -2.577
O -12.398 1.055 -1.963
H -10.089 2.728 1.818
H -8.397 2.502 1.928
H -9.604 1.183 2.435
H -8.778 2.077 -0.536
H -8.414 0.719 0.175
H -10.966 3.406 -0.291
H -11.949 3.669 -1.834
H -10.096 3.805 -1.747
C -2.006 5.743 7.244
C -0.461 5.479 7.634
O -0.174 4.174 8.135
S 1.252 4.022 8.976
C 0.760 4.672 10.644
O 1.492 2.544 8.923
O 2.252 4.914 8.431
H -2.693 5.304 7.968
H -2.274 5.080 6.422
H -2.162 6.801 7.030
H 0.148 5.600 6.739
H -0.159 6.321 8.257
H 1.602 4.336 11.249
H -0.182 4.262 11.007
H 0.691 5.759 10.602
C 8.009 -0.770 3.121
C 6.631 -1.224 3.654
O 6.724 -2.222 4.631
S 5.962 -3.700 4.372
C 4.828 -3.820 5.927
O 5.118 -3.572 3.196
O 6.898 -4.802 4.471
H 8.680 -0.436 3.913
H 7.816 0.014 2.389
H 8.507 -1.607 2.630
H 6.041 -0.507 4.226
H 5.955 -1.431 2.825
H 5.412 -4.261 6.734
H 3.944 -4.454 5.846
H 4.572 -2.809 6.244
C 4.883 7.434 1.974
C 4.810 8.969 1.714
O 4.893 9.806 2.814
S 3.862 11.161 3.006
C 4.579 12.300 1.741
O 2.484 10.805 2.752
O 4.191 11.786 4.376
H 5.884 7.121 2.272
H 4.640 6.784 1.134
H 4.233 7.165 2.807
H 5.421 9.293 0.871
H 3.911 9.179 1.134
H 4.418 11.706 0.841
H 5.604 12.500 2.054
H 3.924 13.169 1.689
C -4.836 -8.266 6.444
C -3.739 -7.414 7.033
O -3.453 -6.046 6.445
S -4.695 -4.913 6.458
C -3.640 -3.507 6.988
O -5.194 -4.734 5.076
O -5.552 -5.153 7.587
H -5.664 -7.649 6.096
H -4.912 -9.229 6.950
H -4.480 -8.618 5.475
H -3.985 -7.419 8.095
H -2.866 -8.060 7.133
H -3.537 -3.561 8.071
H -4.057 -2.507 6.870
H -2.673 -3.680 6.515
C 0.945 -8.186 -6.553
C -0.015 -6.987 -6.509
O 0.736 -5.759 -6.617
S 0.151 -4.771 -7.833
C 1.261 -5.279 -9.203
O -1.206 -5.115 -8.208
O 0.455 -3.444 -7.357
H 0.476 -9.111 -6.890
H 1.055 -8.501 -5.515
H 1.894 -7.938 -7.027
H -0.752 -7.059 -7.310
H -0.522 -6.997 -5.544
H 0.590 -5.792 -9.892
H 2.108 -5.945 -9.043
H 1.601 -4.429 -9.795
O -0.977 1.030 0.223
S -1.648 -0.267 0.375
O -2.615 -0.399 1.481
O -2.314 -0.733 -0.991
C -2.216 -2.111 -1.127
C -1.168 -2.671 -0.134
O -0.566 -1.515 0.349
H -3.175 -2.340 -0.663
H -2.245 -2.533 -2.132
H -0.410 -3.329 -0.560
H -1.749 -3.232 0.598
O -8.461 4.535 -7.881
S -7.009 4.182 -7.987
O -6.104 5.227 -8.503
O -6.395 3.411 -6.681
C -5.455 2.460 -6.901
C -5.631 2.004 -8.305
O -6.761 2.743 -8.803
H -4.511 2.969 -6.707
H -5.567 1.751 -6.080
H -5.884 0.944 -8.318
H -4.824 2.219 -9.005
C 0.362 10.701 -6.012
C 0.150 9.604 -5.221
C 1.151 8.712 -4.751
C 2.447 9.139 -5.103
C 2.697 10.293 -5.948
C 1.628 11.015 -6.370
H -0.337 11.440 -6.374
H -0.880 9.445 -4.938
H 0.803 7.815 -4.261
H 3.336 8.679 -4.699
H 3.734 10.527 -6.143
H 1.816 11.871 -7.001
C 0.487 -10.730 2.539
C 0.923 -11.773 3.306
C 0.882 -13.076 2.734
C 0.411 -13.301 1.514
C -0.123 -12.267 0.830
C 0.106 -10.968 1.233
H 0.388 -9.699 2.846
H 1.450 -11.711 4.247
H 1.317 -13.897 3.285
H 0.276 -14.310 1.154
H -0.528 -12.412 -0.161
H -0.471 -10.261 0.656
```

Computed properties:
E_tot = -7220.530195 Ha
frontier orbital gap = 9.4 eV
spin multiplicity = 1
F_max = 5.57 eV Å⁻¹
SMILES = CCOS(C)(=O)=O.CCOS(C)(=O)=O.CCOS(C)(=O)=O.CCOS(C)(=O)=O.CCOS(C)(=O)=O.CCOS(C)(=O)=O.CCOS(C)(=O)=O.O=S1(=O)OCCO1.O=S1(=O)OCCO1.c1ccccc1.c1ccccc1


(4)
Below is a single CH4O2SSi molecule at a distorted geometry, with properties calculated with ωB97M-V/def2-TZVPD.

XYZ file:
```
9
Properties=species:S:1:pos:R:3
C -0.704 -1.260 0.070
O 0.569 -0.646 -0.158
Si 1.043 1.184 0.050
O -0.622 1.493 -0.071
S -1.779 0.303 -0.020
H -0.604 -2.038 0.879
H -1.082 -1.696 -0.863
H 1.850 1.176 -1.296
H 1.329 1.483 1.409
```

Computed properties:
E_tot = -878.615749 Ha
energy relative to the best compared isomer or geometry (same formula, charge and spin) = 0.0 kJ/mol
frontier orbital gap = 8.2 eV
spin multiplicity = 1
F_max = 7.38 eV Å⁻¹
SMILES = C1O[SiH2]OS1


(5)
Below is a molecular structure, C11H20F2NO10STl at a distorted geometry, with properties calculated with ωB97M-V/def2-TZVPD.

XYZ file:
```
46
Properties=species:S:1:pos:R:3
Tl -0.645 -0.607 2.033
F -0.342 -3.517 1.977
F -3.161 -0.994 3.236
N 0.547 1.547 4.936
O -0.460 1.210 4.310
O 1.612 1.444 4.292
O 0.530 1.854 6.150
O 1.905 0.529 0.959
C 2.741 1.442 0.877
O 3.235 1.702 -0.333
C 3.956 2.850 -0.279
C 4.162 3.199 1.200
C 3.355 2.268 1.983
H 3.432 3.710 -0.696
H 4.982 2.768 -0.637
H 3.769 4.162 1.524
H 5.225 3.256 1.433
H 2.557 2.680 2.600
H 3.994 1.566 2.519
O -0.449 0.762 -0.532
C -0.121 1.430 -1.534
O -0.359 2.778 -1.568
C 0.179 3.433 -2.669
C 1.167 2.340 -3.128
C 0.724 0.998 -2.707
H 0.825 4.270 -2.402
H -0.530 3.681 -3.458
H 2.160 2.442 -2.690
H 1.449 2.424 -4.177
H 1.620 0.445 -2.424
H 0.118 0.473 -3.445
O -2.534 -1.619 0.016
S -3.846 -2.214 -0.197
O -4.976 -1.388 -0.576
O -3.617 -3.413 -1.287
C -2.347 -4.017 -1.322
C -2.495 -5.475 -1.800
C -4.215 -3.251 1.287
H -1.939 -4.023 -0.311
H -1.656 -3.463 -1.957
H -3.008 -5.450 -2.761
H -3.152 -6.062 -1.158
H -1.552 -6.013 -1.892
H -3.274 -3.471 1.793
H -4.789 -4.061 0.836
H -4.777 -2.625 1.979
```

Computed properties:
charge = -1
E_tot = -2008.505692 Ha
frontier orbital gap (alpha / beta) = 7.5 / 4.3 eV
<S²> = 0.7752
spin multiplicity = 2
F_max = 5.59 eV Å⁻¹


(6)
Below is a molecular structure, C3H3MnO4 at a distorted geometry, with properties calculated with ωB97M-V/def2-TZVPD.

XYZ file:
```
11
Properties=species:S:1:pos:R:3
C 0.005 0.239 -1.222
C -0.352 1.397 -0.492
O 0.119 1.739 0.646
H -0.180 0.332 -2.633
H -1.122 2.052 -0.941
H 0.754 -0.380 -0.681
C 0.117 -2.022 1.798
O -0.018 -3.153 1.633
O 0.256 -0.877 1.962
Mn 1.369 1.073 1.883
O -0.950 -0.400 -1.953
```

Computed properties:
E_tot = -1567.907848 Ha
energy relative to the best compared isomer or geometry (same formula, charge and spin) = 158.0 kJ/mol
frontier orbital gap (alpha / beta) = 7.2 / 6.9 eV
<S²> = 12.0106
spin multiplicity = 7
F_max = 5.39 eV Å⁻¹


(7)
Below is 3 unconnected molecules or ions with the total composition C5H8O, with properties calculated with ωB97M-V/def2-TZVPD.

XYZ file:
```
14
Properties=species:S:1:pos:R:3
O 1.218 -0.877 1.036
C 0.904 -0.764 -0.301
C -0.620 -0.861 -0.601
C -1.089 0.469 -0.081
C -0.064 1.413 -0.186
C 1.122 0.715 -0.315
H -0.067 -0.356 1.637
H 1.518 -1.396 -0.954
H -0.799 -0.898 -1.683
H -1.101 -1.720 -0.128
H -2.129 0.697 0.135
H -0.852 -0.026 1.647
H -0.158 2.464 0.061
H 2.119 1.139 -0.266
```

Computed properties:
E_tot = -270.376347 Ha
energy relative to the best compared isomer or geometry (same formula, charge and spin) = 476.6 kJ/mol
frontier orbital gap = 7.8 eV
spin multiplicity = 1
F_max = 0.34 eV Å⁻¹


(8)
Below is 6 unconnected molecules or ions with the total composition C18H34O19, with properties calculated with ωB97M-V/def2-TZVPD.

XYZ file:
```
71
Properties=species:S:1:pos:R:3
O 6.198 0.912 -4.340
C 5.787 1.680 -3.511
C 4.716 2.714 -3.799
O 3.760 2.660 -2.729
C 2.458 2.833 -3.056
O 1.738 3.550 -2.441
O 2.043 2.106 -4.133
H 6.175 1.687 -2.474
H 4.268 2.504 -4.772
H 5.185 3.706 -3.810
H 2.061 1.163 -3.904
C -0.034 4.050 0.017
O -0.417 3.629 1.337
C -0.974 2.426 1.363
O -1.155 1.720 0.398
O -1.301 2.126 2.616
C -1.889 0.835 2.779
H 0.407 5.036 0.125
H 0.697 3.369 -0.398
H -0.908 4.104 -0.629
H -1.196 0.057 2.462
H -2.816 0.760 2.213
H -2.095 0.730 3.840
C -1.410 -0.696 -1.222
O -1.303 -2.117 -1.002
C -1.839 -2.875 -1.951
O -2.385 -2.492 -2.952
O -1.673 -4.156 -1.599
C -2.205 -5.098 -2.532
H -0.933 -0.202 -0.384
H -0.906 -0.418 -2.145
H -2.454 -0.396 -1.270
H -1.717 -4.996 -3.500
H -3.279 -4.963 -2.645
H -1.998 -6.080 -2.118
C -1.601 -3.443 1.823
O -1.286 -3.474 3.223
C -0.353 -4.361 3.564
O 0.206 -5.124 2.823
O -0.130 -4.241 4.876
C 0.871 -5.128 5.385
H -2.361 -2.677 1.699
H -0.726 -3.181 1.237
H -1.993 -4.403 1.494
H 1.830 -4.941 4.905
H 0.577 -6.165 5.234
H 0.945 -4.917 6.448
C 3.308 2.546 5.353
O 2.300 1.870 4.599
C 1.975 0.667 5.073
O 2.453 0.140 6.043
O 1.031 0.151 4.288
C 0.581 -1.151 4.677
H 3.465 3.498 4.854
H 2.974 2.716 6.375
H 4.233 1.974 5.357
H 0.144 -1.133 5.673
H 1.401 -1.866 4.647
H -0.176 -1.437 3.956
C -1.197 3.904 -4.522
O -2.232 3.240 -5.255
C -2.533 2.026 -4.796
O -2.035 1.481 -3.846
O -3.488 1.507 -5.567
C -3.905 0.195 -5.167
H -1.059 4.872 -4.995
H -1.491 4.043 -3.483
H -0.269 3.338 -4.567
H -4.316 0.214 -4.160
H -3.073 -0.505 -5.207
H -4.674 -0.102 -5.875
```

Computed properties:
E_tot = -2135.846738 Ha
frontier orbital gap = 10.8 eV
spin multiplicity = 1
F_max = 0.43 eV Å⁻¹
SMILES = O=CCOC(=O)O.COC(=O)OC.COC(=O)OC.COC(=O)OC.COC(=O)OC.COC(=O)OC


(9)
Below is a single C6H16NPSi molecule at a distorted geometry, with properties calculated with ωB97M-V/def2-TZVPD.

XYZ file:
```
25
Properties=species:S:1:pos:R:3
H 0.692 2.761 1.470
P -0.522 2.945 0.572
C -0.577 0.814 0.069
N -1.738 0.396 -0.424
C -1.987 -0.950 -0.921
C -2.713 1.457 -0.577
Si 1.008 -0.224 0.251
C 2.467 0.588 1.088
C 0.607 -1.782 1.334
C 1.741 -0.834 -1.434
H -2.591 -0.789 -1.934
H -0.958 -1.441 -0.909
H -2.643 -1.348 -0.252
H -2.348 2.365 -1.115
H -3.644 0.942 -0.825
H -3.005 1.966 0.318
H 2.262 1.250 1.841
H 3.124 -0.060 1.584
H 3.272 1.245 0.503
H 1.607 -2.441 1.479
H 0.163 -1.617 2.295
H 0.007 -2.469 0.816
H 2.529 -1.651 -1.182
H 0.907 -1.056 -2.147
H 2.341 -0.065 -1.899
```

Computed properties:
E_tot = -923.667322 Ha
energy relative to the best compared isomer or geometry (same formula, charge and spin) = 115.3 kJ/mol
frontier orbital gap = 7.2 eV
spin multiplicity = 1
F_max = 4.37 eV Å⁻¹
SMILES = [H]/P=C(/N(C)C)[Si](C)(C)C


(10)
Below is 2 unconnected molecules or ions with the total composition C21H20ClNO4 at a distorted geometry, with properties calculated with ωB97M-V/def2-TZVPD.

XYZ file:
```
47
Properties=species:S:1:pos:R:3
Cl 4.069 0.116 1.592
C 2.365 0.114 1.798
C 1.672 1.327 1.928
C 0.318 1.326 2.224
C -0.405 0.110 2.316
C -1.823 0.106 2.436
C -2.657 -1.119 2.270
C -4.136 -0.580 2.152
C -3.971 0.908 2.267
C -2.658 1.246 2.533
C 0.315 -1.113 2.161
C 1.675 -1.109 1.885
H 2.217 2.259 1.858
H -0.209 2.268 2.350
H -2.365 -1.753 1.418
H -2.602 -1.747 3.168
H -4.605 -0.916 1.215
H -4.713 -1.019 2.982
H -4.808 1.593 2.157
H -2.281 2.245 2.753
H -0.219 -2.066 2.243
H 2.221 -2.046 1.794
C -5.811 -3.100 5.872
C -5.478 -1.628 5.800
O -4.070 -1.475 5.526
C -3.576 -0.214 5.735
C -2.132 -0.198 5.708
C -1.386 0.759 6.394
C -1.925 2.039 6.788
C -1.131 3.026 7.331
C 0.246 2.786 7.527
N 1.086 3.919 7.687
O 2.319 3.777 7.541
O 0.555 5.029 7.926
C 0.792 1.502 7.276
C -0.005 0.514 6.741
O -4.363 0.724 5.905
H -6.849 -3.262 5.573
H -5.163 -3.718 5.241
H -5.725 -3.438 6.910
H -6.029 -1.130 4.997
H -5.741 -1.150 6.748
H -1.619 -1.080 5.345
H -2.989 2.213 6.629
H -1.541 4.012 7.553
H 1.847 1.351 7.485
H 0.415 -0.483 6.591
```

Computed properties:
E_tot = -1627.944241 Ha
energy relative to the best compared isomer or geometry (same formula, charge and spin) = 0.0 kJ/mol
frontier orbital gap = 3.7 eV
spin multiplicity = 1
F_max = 2.09 eV Å⁻¹